[1]
Entry from the OMol25 dataset: the molecule C3H6O2 (ωB97M-V/def2-TZVPD).

Structure (XYZ):
```
11
Properties=species:S:1:pos:R:3:lowdin_charge:R:1
O -0.168 -1.184 1.270 -0.069
C 0.402 0.092 1.043 -0.305
C 0.552 0.238 -0.461 -0.219
C -0.814 0.395 -1.001 -0.104
O -0.981 -0.147 -2.192 0.043
H -0.377 -1.259 2.208 0.089
H 1.379 0.193 1.534 0.113
H -0.262 0.890 1.409 0.114
H 1.146 -0.569 -0.905 0.121
H 1.023 1.208 -0.687 0.131
H -1.901 0.143 -2.218 0.086
```

- charge = 0
- lowest unoccupied orbital energy (eV) = 1.0
- highest occupied orbital energy (eV) = -8.452
- ΔE to the lowest compared entry with this formula, charge and spin (kJ/mol) = 339.0
- HOMO-LUMO gap (eV) = 9.4283



[2]
Entry from the OMol25 dataset: the molecule C4H6N2O2 (ωB97M-V/def2-TZVPD).

Structure (XYZ):
```
14
Properties=species:S:1:pos:R:3:lowdin_charge:R:1
O -1.267 0.280 2.125 -0.052
C -1.171 0.961 0.920 -0.224
C 0.017 0.498 0.040 -0.199
N 1.119 1.168 0.006 0.091
N 2.052 0.411 -0.736 0.034
C 1.579 -0.706 -1.069 -0.132
C 0.241 -0.930 -0.483 -0.281
O -0.718 -1.331 -1.479 -0.012
H -0.483 0.556 2.642 0.111
H -2.140 0.794 0.411 0.128
H -1.082 2.052 1.104 0.124
H 2.105 -1.466 -1.673 0.134
H 0.353 -1.570 0.411 0.175
H -0.605 -0.717 -2.219 0.104
```

- charge = 0
- lowest unoccupied orbital energy (eV) = -0.1
- highest occupied orbital energy (eV) = -9.969
- ΔE to the lowest compared entry with this formula, charge and spin (kJ/mol) = 302.5
- HOMO-LUMO gap (eV) = 9.8784
- structure (SMILES) = OCC1=NN=C[C@@H]1O



[3]
Entry from the OMol25 dataset: a cluster of 3 separate species, C5H13NO3 in total (ωB97M-V/def2-TZVPD).

Structure (XYZ):
```
22
Properties=species:S:1:pos:R:3:lowdin_charge:R:1
C 0.239 0.459 -0.686 -0.586
C -0.015 -0.124 1.945 -0.299
C 0.895 -0.482 0.122 0.008
C 0.503 -0.832 -2.343 -0.160
C -0.248 1.296 2.402 -0.082
N -0.546 -1.785 -2.411 -0.022
O 0.832 1.645 -1.004 0.052
O -1.117 0.605 -0.646 0.034
O -1.195 -0.888 1.854 -0.069
H 1.559 1.848 -0.403 0.113
H -1.367 1.396 -1.142 0.130
H -1.768 -0.455 1.208 0.075
H 0.653 -0.667 2.616 0.108
H -1.457 -1.358 -2.289 0.066
H -0.462 -2.515 -1.713 0.063
H 0.616 -1.525 0.104 0.088
H 1.938 -0.283 0.324 0.102
H 0.398 -0.052 -3.095 0.072
H 1.489 -1.284 -2.416 0.080
H -0.826 1.330 3.336 0.082
H 0.702 1.806 2.570 0.074
H -0.821 1.866 1.665 0.069
```

- charge = 0
- lowest unoccupied orbital energy (eV) = 0.5
- highest occupied orbital energy (eV) = -6.557
- ΔE to the lowest compared entry with this formula, charge and spin (kJ/mol) = 445.6
- HOMO-LUMO gap (eV) = 7.1047



[4]
Entry from the OMol25 dataset: a structure of composition CH2ClIO (ωB97M-V/def2-TZVPD).

Structure (XYZ):
```
6
Properties=species:S:1:pos:R:3:lowdin_charge:R:1
C 1.128 0.738 -1.219 -1.112
O -1.826 -0.643 0.697 -0.071
Cl 1.238 2.090 -0.360 0.564
I 1.987 -1.005 -0.280 0.614
H -1.073 -1.103 1.120 0.022
H -1.455 -0.077 0.042 -0.017
```

- charge = 0
- lowest unoccupied orbital energy (eV) = -1.6
- highest occupied orbital energy (eV) = -9.268
- ΔE to the lowest compared entry with this formula, charge and spin (kJ/mol) = 286.5
- HOMO-LUMO gap (eV) = 7.6972



[5]
Entry from the OMol25 dataset: a cluster of 9 separate species, H17O9 in total (ωB97M-V/def2-TZVPD).

Structure (XYZ):
```
26
Properties=species:S:1:pos:R:3:lowdin_spin:R:1
O 0.633 2.754 1.203 0.016
H 1.460 2.348 1.510 0.000
H -0.013 2.021 0.979 0.000
O 0.234 0.371 2.834 0.007
H 0.082 0.506 1.887 -0.001
O -2.406 -0.355 -1.734 0.009
H -1.775 0.046 -1.121 -0.003
H -1.993 -1.126 -2.146 0.000
O 0.484 2.165 -1.389 0.194
H 0.655 3.002 -0.924 0.001
H -0.206 1.722 -0.789 0.012
O 0.719 -2.549 0.958 0.001
H -0.111 -2.068 1.176 0.000
H 1.298 -2.278 1.678 0.000
O 2.834 0.677 -1.652 0.003
H 2.086 1.252 -1.393 0.000
H 2.609 -0.190 -1.307 0.000
O -0.929 0.921 0.269 0.686
H -1.758 1.425 0.370 0.005
H 0.210 1.276 3.166 0.000
O 0.138 -2.970 -2.590 0.000
H -0.119 -3.050 -1.654 0.000
H 0.839 -2.311 -2.539 0.000
O -1.647 -1.384 1.438 0.065
H -1.235 -0.549 1.155 0.004
H -2.087 -1.657 0.617 0.000
```

- charge = 0
- lowest unoccupied orbital energy (alpha / beta) (eV) = -0.5 / -6.4
- spin multiplicity = 2
- highest occupied orbital energy (alpha / beta) (eV) = -11.279 / -11.260
- ΔE to the lowest compared entry with this formula, charge and spin (kJ/mol) = 46.1
- expectation value of S² = 0.758
- HOMO-LUMO gap (alpha / beta) (eV) = 10.8238 / 4.8905



[6]
Entry from the OMol25 dataset: a structure of composition C35H58N8O4SSbSi4Ti (ωB97M-V/def2-TZVPD).

Structure (XYZ):
```
112
Properties=species:S:1:pos:R:3:lowdin_spin:R:1
Ti -1.171 -0.178 -0.565 0.957
C 1.681 -0.413 4.013 -0.001
Sb 0.816 -1.362 2.273 0.000
C -0.595 0.087 1.661 0.002
C -0.497 1.532 2.144 0.004
C -1.517 2.388 1.720 0.001
C -1.448 3.716 2.067 0.000
C -0.363 4.176 2.876 -0.001
C 0.568 3.244 3.329 0.000
N 0.471 1.972 2.958 -0.001
Si -2.045 -0.638 2.721 0.003
C -1.638 -0.566 4.594 0.001
C -2.748 -2.340 2.408 0.000
C -3.568 0.459 2.644 0.000
C 2.689 -1.504 0.947 0.000
C 2.536 -1.246 -0.491 0.000
C 3.205 -2.039 -1.472 0.000
C 3.469 -1.502 -2.686 0.000
C 2.952 -0.296 -3.080 0.000
C 2.162 0.337 -2.139 0.000
N 1.956 -0.092 -0.884 0.000
Si 3.024 -3.334 1.369 0.000
C 2.935 -3.648 3.213 0.000
C 4.774 -4.007 0.996 0.000
C 1.624 -4.458 0.564 0.000
Si 4.121 -0.359 1.431 0.000
C 5.215 -0.722 2.927 0.000
C 5.448 -0.456 0.081 0.000
C 3.687 1.435 1.498 0.000
H 0.941 0.135 4.545 0.000
H 2.381 0.287 3.558 0.000
H 2.180 -1.107 4.720 0.000
H -2.306 1.904 1.176 0.001
H -2.155 4.451 1.806 0.000
H -0.297 5.267 3.104 0.000
H 1.359 3.514 4.041 0.000
H -0.721 -1.151 4.852 0.000
H -2.511 -0.888 5.183 0.000
H -1.409 0.482 4.774 0.000
H -1.853 -3.042 2.296 0.000
H -3.367 -2.285 1.524 0.000
H -3.334 -2.517 3.344 0.000
H -3.402 1.446 3.154 0.000
H -4.335 0.022 3.209 0.000
H -3.977 0.659 1.636 0.000
H 3.791 -2.882 -1.138 0.000
H 4.149 -2.090 -3.309 0.000
H 3.130 0.059 -4.135 0.000
H 1.588 1.215 -2.352 0.000
H 3.719 -3.099 3.807 0.000
H 3.039 -4.728 3.306 0.000
H 1.978 -3.496 3.657 0.000
H 5.544 -3.378 1.504 0.000
H 5.097 -4.115 -0.026 0.000
H 4.755 -4.970 1.489 0.000
H 0.648 -4.166 0.913 0.000
H 1.881 -5.505 0.817 0.000
H 1.746 -4.274 -0.496 0.000
H 5.969 -1.483 2.661 0.000
H 4.821 -1.008 3.863 0.000
H 5.821 0.181 3.017 0.000
H 5.841 -1.465 0.086 0.000
H 6.319 0.095 0.313 0.000
H 5.201 -0.245 -0.983 0.000
H 2.770 1.607 2.093 0.000
H 3.579 1.991 0.541 0.000
H 4.522 1.872 2.066 0.000
N -1.925 1.007 -6.834 0.000
C -1.359 0.321 -6.128 0.000
C -0.893 -0.572 -5.079 0.000
C -0.152 -1.707 -5.406 0.002
C 0.318 -2.471 -4.324 -0.001
C 0.061 -2.021 -3.025 0.002
N -0.581 -0.913 -2.771 0.001
C -1.003 -0.132 -3.767 0.003
H 0.145 -1.936 -6.452 0.000
H 0.965 -3.288 -4.535 0.000
H 0.405 -2.613 -2.214 0.000
H -1.548 0.752 -3.544 0.000
C -5.186 2.096 -0.369 0.000
Si -4.516 0.528 -1.186 -0.002
C -4.579 0.630 -3.100 0.000
C -5.610 -0.836 -0.578 0.000
O -2.955 0.287 -0.638 -0.017
H -4.373 2.751 -0.003 0.000
H -5.784 1.770 0.487 0.000
H -5.923 2.607 -0.968 0.000
H -5.558 0.961 -3.420 0.000
H -4.463 -0.497 -3.299 0.000
H -3.808 1.297 -3.525 0.000
H -6.641 -0.608 -0.905 0.000
H -5.563 -0.823 0.509 0.000
H -5.249 -1.792 -0.880 0.000
C -2.173 5.812 -3.522 0.000
C -2.670 4.333 -3.314 0.000
C -1.678 3.582 -2.365 0.001
N -1.679 2.335 -2.182 0.003
N -0.726 1.969 -1.221 0.007
C -0.002 2.967 -0.803 0.005
N 1.132 2.796 -0.125 0.002
S -0.416 4.401 -1.606 0.001
H -2.814 6.466 -4.066 0.000
H -1.271 5.684 -4.140 0.000
H -1.983 6.245 -2.585 0.000
H -2.804 3.784 -4.233 0.000
H -3.715 4.296 -2.824 0.000
H 1.365 1.834 0.000 0.000
H 1.211 3.318 0.720 0.000
O -1.376 -4.173 -1.113 0.009
N -1.746 -3.044 -0.921 0.004
O -2.888 -2.665 -0.978 0.001
O -0.833 -2.216 -0.502 0.011
```

- charge = 0
- lowest unoccupied orbital energy (alpha / beta) (eV) = -0.3 / -0.3
- spin multiplicity = 2
- highest occupied orbital energy (alpha / beta) (eV) = -7.354 / -7.379
- ΔE to the lowest compared entry with this formula, charge and spin (kJ/mol) = 144.3
- expectation value of S² = 0.753
- HOMO-LUMO gap (alpha / beta) (eV) = 7.0876 / 7.0879